The following is a DFT calculation (wB97M-V/def2-TZVPD) of a molecular structure, C13H28FeN3 at a distorted geometry.

Frontier orbital gap (spin up / spin down): 0.1683 / 0.2090 hartree
HOMO level (spin up / spin down): -0.0511 / -0.0972 Eh
Calculated total energy: -52791.070 eV

```
! wB97M-V def2-TZVPD RIJCOSX def2/J DEFGRID3
* xyz -1 5
Fe -0.466 0.341 -0.430
N 0.799 -0.556 -1.881
N 1.370 0.223 0.727
N -1.167 -1.150 1.000
C -1.452 -1.042 3.464
C -1.451 -0.864 5.971
C -1.334 -0.470 2.175
C -1.139 1.748 3.225
C -0.360 -3.370 1.576
C -1.468 -2.592 0.873
C -0.954 3.235 3.154
C -2.841 -2.933 1.428
C -2.120 0.364 -1.489
C -1.267 0.959 2.094
C -1.196 1.121 4.477
C -1.468 -3.016 -0.607
C -1.371 -0.263 4.605
H -3.630 -2.367 0.911
H -1.803 3.756 3.613
H -1.576 -1.945 5.928
H 0.607 -3.186 1.084
H -0.597 -4.435 1.507
H 0.434 1.656 -0.437
H 1.312 -1.409 -1.605
H -2.689 1.196 -1.058
H 1.530 0.135 -2.049
H -1.686 -4.100 -0.625
H 0.430 -0.760 -2.821
H -1.355 1.446 1.096
H -0.555 -0.649 6.562
H -0.267 -3.099 2.629
H 2.234 0.310 0.180
H -1.554 -2.114 3.580
H -0.483 -2.852 -1.086
H -1.123 1.730 5.373
H -0.869 3.568 2.118
H 1.319 0.999 1.396
H -0.052 3.544 3.696
H 1.340 -0.671 1.229
H -2.943 -2.772 2.499
H -1.857 0.767 -2.478
H -2.692 -0.567 -1.575
H -3.018 -3.997 1.246
H -2.252 -2.488 -1.177
H -2.293 -0.450 6.535
*
```

Electronic structure analysis, natural (NBO) charges in units of e:
1 Fe 1.145
2 N -1.063
3 N -1.113
4 N -0.778
5 C -0.386
6 C -0.622
7 C 0.303
8 C 0.015
9 C -0.615
10 C 0.100
11 C -0.631
12 C -0.620
13 C -1.280
14 C -0.354
15 C -0.344
16 C -0.594
17 C 0.016
18 H 0.217
19 H 0.202
20 H 0.201
21 H 0.193
22 H 0.182
23 H -0.596
24 H 0.357
25 H 0.194
26 H 0.379
27 H 0.184
28 H 0.379
29 H 0.212
30 H 0.203
31 H 0.212
32 H 0.367
33 H 0.187
34 H 0.189
35 H 0.178
36 H 0.223
37 H 0.408
38 H 0.202
39 H 0.374
40 H 0.211
41 H 0.173
42 H 0.178
43 H 0.182
44 H 0.225
45 H 0.204